No. 1
Below is one molecule with the formula C3H9N2OP, with properties calculated with wB97M-V/def2-TZVPD.

CARTESIAN COORDINATES (ANGSTROEM)
N -3.33 -0.46 -0.23
O -2.24 0.49 -0.29
P -1.00 0.00 0.67
N -0.30 -1.42 0.51
C 1.12 -1.13 -0.04
C 1.57 0.36 0.25
C 0.27 1.27 0.41
H -2.88 -1.38 0.02
H -3.66 -0.39 -1.23
H -1.65 -0.05 1.90
H 1.23 -1.43 -1.11
H 1.74 -1.77 0.62
H 2.17 0.27 1.12
H 2.23 0.85 -0.54
H 0.49 2.11 1.03
H -0.05 1.85 -0.55

Computed properties:
LUMO level = 0.98 eV
HOMO-LUMO gap = 9.70 eV
HOMO energy = -8.714 eV
SMILES = NO[P@H]1=NCCC1

---

No. 2
Below is an isolated ion of composition C3H9N2S and charge -1, with properties calculated with wB97M-V/def2-TZVPD.

CARTESIAN COORDINATES (ANGSTROEM)
N 1.19 0.26 1.84
C 0.53 0.96 0.78
N -0.78 0.26 0.50
C -0.62 -0.92 -0.27
C -0.40 -0.70 -1.72
S -1.97 -0.67 -2.64
H 1.99 0.91 2.20
H 0.44 0.24 2.59
H 0.34 2.01 0.97
H 1.19 1.09 -0.05
H -1.45 0.77 -0.07
H -1.45 -1.65 -0.17
H 0.40 -1.33 0.00
H 0.42 -1.46 -2.06
H 0.18 0.24 -1.92

Computed properties:
LUMO level = 3.62 eV
HOMO-LUMO gap = 5.91 eV
HOMO energy = -2.290 eV
Net charge = -1
SMILES = NCNCC[S-]

---

What did the first record say?
Below is one molecule with the formula C3H9N2OP, with properties calculated with wB97M-V/def2-TZVPD.

CARTESIAN COORDINATES (ANGSTROEM)
N -3.33 -0.46 -0.23
O -2.24 0.49 -0.29
P -1.00 0.00 0.67
N -0.30 -1.42 0.51
C 1.12 -1.13 -0.04
C 1.57 0.36 0.25
C 0.27 1.27 0.41
H -2.88 -1.38 0.02
H -3.66 -0.39 -1.23
H -1.65 -0.05 1.90
H 1.23 -1.43 -1.11
H 1.74 -1.77 0.62
H 2.17 0.27 1.12
H 2.23 0.85 -0.54
H 0.49 2.11 1.03
H -0.05 1.85 -0.55

Computed properties:
LUMO level = 0.98 eV
HOMO-LUMO gap = 9.70 eV
HOMO energy = -8.714 eV
SMILES = NO[P@H]1=NCCC1

---

- What is the HOMO-LUMO gap in the second record?
  5.91 eV

---

- Which value of LUMO level does entry 2 give?
  3.62 eV